The following is a quantum chemistry calculation of a structure of composition C38H31N7O11P2Sn, from OMol25.

```
! wB97M-V def2-TZVPD RIJCOSX def2/J DEFGRID3
* xyz -2 1
Sn -0.63 -0.36 -0.27
C 0.30 -1.84 3.20
O 0.25 -0.43 3.23
C -1.06 0.12 2.99
C -1.93 -0.16 4.20
C -1.78 0.56 5.32
C -0.80 1.65 5.38
C -0.27 2.14 4.27
C -0.77 1.66 2.93
N 0.21 1.83 1.84
N 1.41 2.06 2.10
C 2.36 2.00 1.07
C 2.39 0.94 0.16
O 1.57 -0.07 0.19
C 3.43 0.96 -0.83
C 4.37 1.93 -0.88
C 4.40 2.96 0.11
C 5.38 3.97 0.08
C 5.41 4.94 1.05
C 4.44 4.94 2.07
C 3.46 3.99 2.09
C 3.41 2.97 1.11
H -0.16 -2.27 4.10
H -0.20 -2.24 2.32
H 1.35 -2.11 3.16
H -2.64 -0.97 4.12
H -2.38 0.34 6.20
H -0.53 2.05 6.34
H 0.45 2.95 4.28
H 3.40 0.18 -1.58
H 5.10 1.96 -1.68
H 6.10 3.98 -0.73
H 6.16 5.73 1.01
H 4.45 5.71 2.82
H 2.68 4.01 2.84
O 3.15 5.66 -3.37
C 3.10 4.50 -3.82
O 3.82 3.94 -4.67
C 2.03 3.58 -3.18
C 1.36 3.93 -2.02
C 0.49 3.02 -1.43
N 0.22 1.83 -1.98
C 0.84 1.50 -3.12
C 1.75 2.34 -3.74
C 0.56 0.14 -3.64
C 1.50 -0.56 -4.41
C 1.21 -1.85 -4.81
C 0.00 -2.42 -4.44
C -0.87 -1.66 -3.68
N -0.60 -0.41 -3.30
C -0.20 3.28 -0.10
C 0.27 4.33 0.75
C -0.46 4.68 1.91
C -1.46 4.04 2.60
C -1.92 2.59 2.47
N -0.37 1.87 0.63
H 1.55 4.90 -1.58
H 2.28 2.07 -4.64
H 2.45 -0.10 -4.65
H 1.93 -2.41 -5.39
H -0.26 -3.43 -4.72
H -1.82 -2.05 -3.34
H 1.14 4.91 0.48
H -0.18 5.64 2.34
H -1.87 4.55 3.46
H -2.82 2.41 3.06
O -4.08 -0.19 1.48
P -4.01 0.04 -0.10
O -5.15 0.90 -0.52
O -3.52 -1.16 -0.81
O -2.64 1.07 -0.16
P -2.31 2.37 0.70
O -3.81 2.96 0.77
O -1.65 3.41 -0.30
O -1.60 -0.34 1.85
H -3.17 -0.43 1.76
H -4.42 2.48 0.18
N 2.63 -2.65 -0.64
C 1.64 -3.54 -0.91
C 1.88 -4.74 -1.62
C 0.83 -5.60 -1.84
C -0.44 -5.28 -1.36
C -0.59 -4.08 -0.69
N 0.42 -3.24 -0.45
H 3.48 -2.72 -1.16
H 2.34 -1.72 -0.31
H 2.88 -4.96 -1.98
H 1.00 -6.52 -2.38
H -1.29 -5.92 -1.53
H -1.56 -3.75 -0.33
*
```

As for the max |F|: 0.89 eV/Å. The value obtained for the gap between HOMO and LUMO is 5.5 eV. The energy above the lowest of the compared OMol25 structures with the same formula, charge and spin is 97.7 kcal per mole.

The following is a quantum chemistry calculation of a cluster of 2 separate species, C6H12N in total in a non-equilibrium geometry, from OMol25.

```
! wB97M-V def2-TZVPD RIJCOSX def2/J DEFGRID3
* xyz 1 1
C 0.28 0.81 0.36
C 0.05 0.03 -2.10
C 0.16 1.52 -2.10
C 0.35 1.80 1.34
C -1.03 -2.11 0.92
C 0.32 -1.78 1.30
N 0.24 0.79 -0.89
H -0.94 -0.55 -2.17
H 0.89 -0.54 -2.51
H 1.08 2.03 -2.52
H -0.73 2.06 -2.20
H -0.33 1.70 2.18
H 0.34 2.84 1.07
H 1.37 1.61 1.81
H -1.73 -1.70 1.60
H -0.93 -3.18 1.10
H -1.15 -1.79 -0.18
H 0.59 -1.58 2.42
H 1.15 -1.97 0.57
*
```

As for the max |F|: 4.56 eV/Å. The value obtained for the gap between HOMO and LUMO (spin up / spin down) is 8.7 / 7.2 eV. The energy above the lowest of the compared OMol25 structures with the same formula, charge and spin is 134.4 kcal per mole.

The following is a quantum chemistry calculation of a cluster of 3 separate species, C29H55B2IN4O8P in total in a non-equilibrium geometry, from OMol25.

```
! wB97M-V def2-TZVPD RIJCOSX def2/J DEFGRID3
* xyz 1 1
C -0.50 1.08 7.52
C -0.11 1.22 6.40
C 0.39 1.50 5.05
C -0.34 2.53 4.14
B 0.90 2.86 3.08
O 1.51 1.76 2.48
C 1.60 4.21 2.72
C 3.15 4.04 2.72
C -0.76 3.81 4.88
I 0.90 4.51 6.19
P -1.43 5.34 3.94
O -0.84 6.63 4.77
O -0.91 5.51 2.38
O -1.79 3.64 5.83
C -2.92 2.84 5.45
C -4.03 3.74 5.03
C -4.85 4.43 4.51
C -3.41 2.18 6.80
C -4.87 2.45 7.17
N -5.22 3.31 8.02
C -2.64 1.69 4.46
B -4.06 1.00 4.05
O -4.98 1.52 3.20
O -4.39 -0.20 4.63
N -1.56 1.91 3.41
C -1.26 0.60 2.74
C -1.50 0.44 1.23
O -0.61 1.18 0.43
C -2.95 0.44 0.73
N -3.36 -0.93 0.36
O -1.74 2.89 2.36
C -2.93 3.37 2.03
N -3.95 3.56 1.54
H -0.95 0.82 8.45
H 0.49 0.52 4.58
H 1.43 1.82 5.16
H 2.13 1.33 3.08
H 1.32 4.45 1.69
H 1.38 5.09 3.33
H 3.47 3.33 3.48
H 3.60 5.00 2.99
H 3.48 3.72 1.74
H -1.02 7.41 4.22
H -0.40 6.31 2.20
H -5.43 5.27 4.20
H -3.19 1.11 6.83
H -2.83 2.63 7.60
H -5.63 1.87 6.65
H -4.40 3.79 8.40
H -2.19 0.90 5.06
H -5.89 1.46 3.52
H -3.64 -0.64 5.05
H -1.76 -0.24 3.23
H -0.22 0.32 2.85
H -1.16 -0.58 1.05
H -0.99 2.04 0.21
H -2.96 1.01 -0.21
H -3.68 0.93 1.37
H -4.37 -0.96 0.36
H -3.02 -1.59 1.05
C 2.69 -1.80 -4.74
C 1.20 -2.07 -4.90
C 0.32 -0.87 -4.56
C 0.43 -0.39 -3.11
C 0.10 -1.44 -2.05
C -1.33 -1.95 -2.13
H 2.96 -1.56 -3.71
H 3.27 -2.68 -5.03
H 3.00 -0.97 -5.38
H 0.92 -2.93 -4.28
H 1.00 -2.37 -5.93
H -0.72 -1.12 -4.78
H 0.58 -0.04 -5.22
H -0.25 0.47 -2.98
H 1.44 0.00 -2.93
H 0.27 -0.99 -1.07
H 0.80 -2.28 -2.12
H -2.04 -1.14 -2.02
H -1.52 -2.67 -1.33
H -1.53 -2.46 -3.08
C 6.34 -6.00 -9.01
C 4.84 -6.27 -9.17
C 3.96 -5.07 -8.85
C 4.06 -4.57 -7.40
C 3.73 -5.61 -6.34
C 2.29 -6.12 -6.42
H 6.59 -5.75 -7.98
H 6.92 -6.88 -9.29
H 6.65 -5.17 -9.65
H 4.56 -7.13 -8.55
H 4.65 -6.57 -10.21
H 2.93 -5.31 -9.08
H 4.23 -4.24 -9.52
H 3.39 -3.72 -7.29
H 5.07 -4.19 -7.22
H 3.88 -5.16 -5.35
H 4.42 -6.45 -6.40
H 1.58 -5.30 -6.32
H 2.09 -6.83 -5.61
H 2.10 -6.63 -7.36
*
```

As for the max |F|: 2.68 eV/Å. The value obtained for the gap between HOMO and LUMO is 7.9 eV.

The following is a quantum chemistry calculation of a cluster of 4 separate species, C2H12O3S in total in a non-equilibrium geometry, from OMol25.

```
! wB97M-V def2-TZVPD RIJCOSX def2/J DEFGRID3
* xyz 0 1
C -0.53 -2.24 1.06
S 0.15 -0.41 0.65
C 0.90 -1.32 -0.99
H -0.95 -2.66 0.16
H 0.41 -2.64 1.40
H -1.24 -1.99 1.84
H 1.63 -0.58 -1.31
H 0.11 -1.53 -1.70
H 1.32 -2.24 -0.60
H -0.79 1.50 -2.18
H -0.52 0.26 -1.45
O -0.64 0.56 -2.37
H -0.85 1.45 1.88
H -0.02 2.19 2.93
O -0.35 2.26 2.03
H -0.05 2.83 0.00
H 1.00 1.92 -0.54
O 0.42 2.63 -0.82
*
```

As for the max |F|: 4.34 eV/Å. The value obtained for the gap between HOMO and LUMO is 9.6 eV. The energy above the lowest of the compared OMol25 structures with the same formula, charge and spin is 34.8 kcal per mole. As for the SMILES: CSC.O.O.O.

The following is a quantum chemistry calculation of a cluster of 9 separate species, C16H48NO11 in total in a non-equilibrium geometry, from OMol25.

```
! wB97M-V def2-TZVPD RIJCOSX def2/J DEFGRID3
* xyz -1 1
N 51.91 23.66 32.39
O 51.22 24.65 32.65
O 51.34 22.64 32.06
O 53.10 23.62 32.91
C 56.08 25.90 36.10
C 55.09 25.74 34.98
O 54.88 24.41 34.71
H 57.02 25.72 35.71
H 55.94 25.26 36.92
H 56.29 27.20 36.28
H 55.62 26.18 34.23
H 54.20 26.24 35.13
H 53.98 24.26 34.16
C 54.50 19.07 31.83
C 53.64 20.36 31.94
O 54.48 21.34 32.35
H 54.98 18.95 32.83
H 55.19 19.12 31.04
H 53.87 18.11 31.62
H 52.84 20.10 32.50
H 52.98 20.84 31.05
H 53.91 22.12 32.46
C 53.58 27.13 29.48
C 53.88 25.81 30.00
O 54.80 25.12 29.15
H 53.21 27.06 28.39
H 54.63 27.66 29.41
H 52.61 27.45 29.98
H 53.05 24.94 30.12
H 54.47 25.83 30.89
H 55.29 24.52 29.66
C 51.15 28.25 35.93
C 51.28 27.31 34.72
O 51.31 26.04 35.07
H 50.36 27.99 36.36
H 51.13 29.35 35.42
H 52.01 28.29 36.59
H 52.08 27.40 34.22
H 50.60 27.40 34.08
H 51.25 25.38 34.43
C 46.72 22.87 32.32
C 48.21 23.14 32.39
O 48.50 24.50 32.40
H 46.35 21.90 32.32
H 46.41 23.61 31.54
H 46.49 23.16 33.38
H 48.37 22.94 31.36
H 48.62 22.51 33.23
H 49.41 24.51 32.53
C 48.47 20.32 29.67
C 49.08 19.77 30.96
O 48.16 19.05 31.67
H 48.07 21.35 30.00
H 48.18 19.66 29.14
H 49.41 20.73 29.10
H 49.47 20.59 31.50
H 49.93 19.13 30.57
H 48.36 18.80 32.49
C 51.75 23.80 27.54
C 51.01 23.36 28.76
O 51.62 22.28 29.28
H 51.50 24.75 27.06
H 51.87 22.92 27.05
H 52.83 23.96 27.86
H 49.89 23.00 28.55
H 50.97 24.26 29.56
H 51.82 22.63 30.23
C 51.61 20.52 36.27
C 51.60 21.61 35.13
O 50.67 21.11 34.24
H 50.60 20.55 36.76
H 52.27 20.86 36.99
H 52.04 19.60 36.08
H 52.59 21.54 34.69
H 51.31 22.61 35.51
H 50.95 21.40 33.36
*
```

As for the max |F|: 15.37 eV/Å. The value obtained for the gap between HOMO and LUMO is 9.4 eV. The energy above the lowest of the compared OMol25 structures with the same formula, charge and spin is 259.1 kcal per mole.